26
Properties=species:S:1:pos:R:3:mulliken_charge:R:1 method="wB97M-V/def2-TZVPD" charge=0 relative_energy_kcal_mol=78.6 energy_ev=-25856.2454 e_homo_ev=-8.463 spin_multiplicity=1 e_lumo_ev=0.712
C -0.92321 1.15640 -1.15416 -0.14
C 3.45697 0.74014 0.98753 -0.32
C -3.80897 -1.42222 -0.18401 -1.15
H 3.16837 1.35916 1.87515 0.29
H 1.12111 1.46268 -1.75725 0.28
C -3.16138 -0.56444 0.93867 -0.22
C 3.14344 -0.69139 -0.66171 -0.12
H 5.50591 0.65495 1.10998 0.50
H -2.97125 -1.73627 -0.65175 0.38
H 5.23844 -1.29374 -0.70141 0.44
H -4.22418 -0.74174 -0.91107 0.31
N 0.41490 0.91566 -1.18860 -0.27
C -2.82746 0.87279 0.43059 -0.64
H -2.08419 -0.91049 1.17536 0.10
H -3.70964 -0.52442 1.89462 0.40
H -3.51991 1.25749 -0.38083 0.38
C 4.53385 -0.62359 -0.51017 -0.85
H -1.46594 1.72383 -1.93969 0.39
H -4.43748 -2.33917 0.13546 0.28
N -1.47923 0.87049 -0.02549 -0.24
H 2.71540 -1.26648 -1.50074 0.35
H -2.93641 1.55249 1.32825 0.20
C 4.69105 0.29584 0.62187 -0.41
N 2.48493 0.15500 0.18610 0.16
O 0.32675 -1.15422 0.41855 -0.57
S 0.74812 0.25125 0.46478 0.47

25
Properties=species:S:1:pos:R:3:mulliken_charge:R:1 method="wB97M-V/def2-TZVPD" charge=+1 relative_energy_kcal_mol=60.1 energy_ev=-14458.7496 e_homo_ev=-12.919 spin_multiplicity=1 smiles="CC1=N[C@@]2(C)C=NC=[N+](C)[C@H]2N1" e_lumo_ev=-5.210
H 1.27611 -0.11168 1.84552 0.28
H -1.31059 -1.99260 -2.52807 0.33
H -1.28606 -0.18273 3.24018 0.28
H -0.00370 -2.66093 -1.40686 0.41
H 0.34526 3.07424 -1.54205 0.37
H 1.59496 -0.49993 -0.80119 0.19
H 2.48331 1.22073 0.77594 0.40
C 1.95820 2.00815 0.36953 -1.13
H -2.19073 -1.81115 2.52288 0.28
H -0.59871 -2.01099 3.22042 0.36
H 1.55604 2.53673 1.17346 0.44
C -0.35858 -1.79486 -1.91889 -1.53
C -1.43024 0.37372 -1.46993 -0.44
C -1.14420 -1.22587 2.71021 -0.99
H 2.54373 2.61891 -0.29951 0.38
N 0.85243 1.38904 -0.35937 0.06
H -2.36530 0.09557 -1.91395 0.48
C 0.71032 -0.06973 -0.25048 -0.17
N 0.52386 -0.31117 1.12515 -0.14
N -1.30692 -1.23082 0.29978 -0.66
C 0.07144 2.04227 -1.17092 0.12
C -0.67732 -0.86312 1.36394 0.29
C -0.63055 -0.69883 -0.89027 1.36
H 0.44698 -1.46214 -2.51620 0.42
N -1.05973 1.56720 -1.57933 -0.40

26
Properties=species:S:1:pos:R:3:mulliken_charge:R:1 method="wB97M-V/def2-TZVPD" charge=+1 relative_energy_kcal_mol=80.7 energy_ev=-16504.0623 e_homo_ev="-11.953 / -11.953" spin_multiplicity=1 e_lumo_ev="-4.625 / -4.625"
N -1.41477 2.94324 -0.67378 -0.42
C 0.98965 -0.99820 0.10136 -0.49
H 1.24859 -2.10023 -2.93259 0.34
H -1.80587 -1.10356 0.53530 0.32
H -2.96613 -1.08490 -0.79371 0.42
H -1.95272 0.17798 -0.43622 0.33
H -0.83777 -1.67396 -3.51012 0.21
H 2.08250 -2.57333 -1.33722 0.32
O 0.41285 0.14460 0.42946 -0.22
C 0.17348 2.40859 1.32983 0.46
C -0.89548 -1.34130 -1.41840 0.96
H -0.00275 4.23571 2.37576 0.29
C -0.71635 2.72762 0.20804 0.11
C 1.54561 0.61108 2.50180 -1.54
H 0.67885 -3.43915 -2.04178 0.39
H 1.19656 3.08928 2.87910 0.21
N -1.40893 -1.62298 -2.69104 -0.38
H 1.85215 1.28962 3.21735 0.47
N 0.35336 -1.60379 -1.09826 0.43
H 0.95900 -0.06742 3.08562 0.36
H -2.43156 -1.44415 -2.83950 0.24
C -1.93867 -0.82031 -0.52121 -1.32
C 1.16004 -2.44365 -1.86768 -0.98
H 2.33893 0.12933 2.04406 0.43
C 0.70596 1.11833 1.31317 0.53
N 0.67347 3.44154 2.14065 -0.47

39
Properties=species:S:1:pos:R:3:mulliken_charge:R:1 method="wB97M-V/def2-TZVPD" charge=-2 relative_energy_kcal_mol=15.2 energy_ev=-76930.1524 e_homo_ev=-2.626 spin_multiplicity=1 e_lumo_ev=4.155
H -2.50334 1.41197 0.48780 0.34
C -0.07605 2.94072 -1.92588 -0.92
H -0.31378 -1.36491 -3.79737 0.39
C -0.22997 -0.82024 -1.71441 0.89
H 0.23197 -0.07420 -1.07288 -0.69
S -2.01782 -0.84098 -1.44215 -0.17
N 0.60155 -2.36617 1.24550 0.52
C -2.24520 1.84508 -0.48148 -0.69
S 3.21592 0.85046 1.29265 1.39
H -0.98423 3.14410 -2.49658 0.41
O 4.07255 1.89526 0.78571 -0.70
C -0.66315 -1.41573 3.66076 0.36
S 0.07692 0.93915 -3.92494 -0.23
O 3.82621 -0.02642 2.28132 -0.69
C -2.57167 0.87666 -1.61166 -0.58
H 0.41129 3.90375 -1.75770 0.45
H 1.53902 2.69532 -3.32433 0.42
H 1.30029 -0.98392 -3.18735 0.45
N -1.77364 0.24633 4.32702 -0.63
C 0.24858 -0.69303 -3.14569 -0.91
H 0.10617 -1.78584 -1.32716 0.16
H -2.24637 1.27499 -2.57164 0.25
N -1.47630 -1.03731 4.63004 -0.54
N -0.44427 -0.42925 2.79839 0.46
N -1.15778 0.61832 3.25825 -0.26
C 0.88290 2.05325 -2.73341 -0.34
O 1.89429 1.43207 1.82278 -0.67
C 0.30790 -3.14800 2.28298 0.39
H -0.31083 -3.35314 4.22610 0.23
N 0.47444 -4.42562 1.99080 -0.56
H -2.85047 2.74776 -0.61862 0.42
N 0.88736 -4.41888 0.70633 -0.76
S -0.51014 2.32158 -0.27441 0.04
N 0.97461 -3.21235 0.26380 -0.35
Pd 1.02939 -0.35386 1.43776 0.41
H 1.52810 1.46984 -2.07218 0.06
N -0.16903 -2.68706 3.49056 -0.12
O 2.59504 -0.00201 0.15715 -0.60
H -3.66044 0.77229 -1.66584 0.39

39
Properties=species:S:1:pos:R:3:mulliken_charge:R:1 method="wB97M-V/def2-TZVPD" charge=-2 relative_energy_kcal_mol=27.8 energy_ev=-76929.6072 e_homo_ev=-2.421 spin_multiplicity=1 e_lumo_ev=4.244
H -0.77083 -3.63825 1.53472 0.50
N -0.42563 3.67022 -0.62711 -0.66
C -3.88288 -2.23847 0.74820 -0.50
C 3.14761 1.16399 0.20885 0.37
Pd 0.58682 -0.25796 -0.47826 0.57
H 3.33438 3.11649 -0.28356 0.30
C -0.34881 -1.80844 2.55266 -0.80
S -3.17410 0.46078 0.37339 0.03
O -1.18285 -1.45674 -1.69022 -0.64
N 2.38336 0.07951 0.35394 0.41
N -0.71825 2.42122 -0.63635 -0.17
H -2.59151 -0.44826 3.24084 0.25
O 0.76750 -2.26720 -0.66584 -0.60
H -3.74210 1.64373 2.40223 0.45
H -4.74241 -2.90845 0.63876 0.43
S 0.06648 -2.19916 -2.07790 1.28
C 1.39411 2.61909 -0.51562 0.36
N 2.73701 2.31943 -0.42871 -0.20
C -2.81875 1.27303 1.94329 -0.81
H -5.25254 -0.69349 0.22048 0.44
O 0.90872 -1.30867 -2.87033 -0.62
O -0.18325 -3.51506 -2.60899 -0.69
N 0.42014 1.70837 -0.57770 0.21
N 4.33763 0.99230 0.75945 -0.56
H -2.23630 2.14345 1.63785 0.38
H -1.92615 1.04934 3.88059 0.43
H -3.26766 -2.34527 -0.14817 0.16
C -2.04040 0.44981 2.97093 -0.73
S -0.39971 -0.01664 2.33043 0.10
C -1.21829 -2.64650 1.62516 0.35
H -4.73471 -0.61304 1.89374 0.35
H -0.53505 -2.06607 3.60080 0.44
C -4.38339 -0.80211 0.87485 -0.84
N 3.14584 -0.80059 1.03370 -0.48
N 4.28491 -0.26253 1.25817 -0.62
H 0.69780 -2.04792 2.34186 0.34
S -2.94420 -2.87714 2.15834 -0.25
H -1.23513 -2.22868 0.62254 -0.49
N 0.90580 3.84998 -0.55452 -0.51

23
Properties=species:S:1:pos:R:3:mulliken_spin:R:1 method="wB97M-V/def2-TZVPD" charge=0 relative_energy_kcal_mol=34.6 energy_ev=-12037.9377 e_homo_ev="-5.207 / -9.915" spin_multiplicity=3 e_lumo_ev="0.828 / -1.624"
H -1.76272 1.77305 0.98081 0.00
N 1.50883 -0.78310 1.18691 0.00
C 3.38621 0.46501 0.07141 0.00
C -1.39853 -1.02111 0.58894 -0.01
O -1.56777 -1.74301 -2.76757 0.42
C -1.17995 -0.37491 -0.72289 0.40
H -1.29036 -0.33608 1.36133 0.01
H 3.78746 0.48768 1.12980 0.00
H -0.87301 1.29058 -1.89179 -0.05
C -0.82760 1.08216 -0.78419 0.13
H 3.91457 -0.18636 -0.54717 0.00
H 2.19856 -0.76116 1.90457 0.00
H 3.23814 1.57384 -0.09237 0.00
C -1.83181 1.99425 -0.10661 0.06
C 2.00545 -0.12539 0.22010 -0.02
H -1.90829 -2.49830 1.85864 0.01
H -1.62291 3.10550 -0.19902 0.00
H 1.37440 -0.37446 -0.65160 0.03
H -2.75840 1.78724 -0.54928 -0.01
H 0.11290 1.11106 -0.25968 0.02
H -1.71490 -3.06412 0.16581 0.00
C -1.24196 -1.10292 -1.81191 0.72
C -1.54831 -2.29943 0.91574 0.28

25
Properties=species:S:1:pos:R:3:mulliken_charge:R:1 method="wB97M-V/def2-TZVPD" charge=0 relative_energy_kcal_mol=35.8 energy_ev=-32720.2908 e_homo_ev="-8.828 / -7.363" spin_multiplicity=1 e_lumo_ev="-0.456 / -1.462"
H -2.36142 1.88228 1.90302 0.23
C 1.15558 0.39252 -1.27084 0.10
H -1.97109 -0.65153 0.98967 0.48
C 0.64310 -1.05184 -1.22059 -1.61
C 0.26961 1.59521 -1.15503 -0.65
H -0.05054 -1.28053 -2.01278 0.45
H 1.53276 -1.72617 -1.17278 0.47
H 1.74670 -2.11687 1.12970 0.35
C 0.88527 -1.41256 1.26301 -0.78
O 2.75739 1.87561 0.35426 -0.71
H 0.45485 -1.88887 2.14359 0.45
H -0.41166 -2.55810 0.02984 0.25
H 0.73210 2.38824 -0.35282 0.21
H 1.75991 0.60783 -2.26905 0.47
C -1.47400 -0.49761 0.05436 -0.96
O 3.37608 -0.48249 -0.32982 -0.68
S 2.35253 0.50063 0.08793 1.12
C -0.10247 -1.39252 0.01333 0.45
C 1.50197 -0.08023 1.47654 -0.56
P -1.33674 1.29138 -0.27788 0.05
H 0.91695 0.72640 2.01792 0.46
H -2.08564 -0.80733 -0.81336 0.41
C -1.35919 2.02993 1.28457 -0.83
H -0.80071 2.96930 1.43490 0.36
H 0.25960 2.07013 -2.13611 0.46

22
Properties=species:S:1:pos:R:3:mulliken_spin:R:1 method="wB97M-V/def2-TZVPD" charge=-1 relative_energy_kcal_mol=33.7 energy_ev=-8519.5663 e_homo_ev="-0.656 / -1.796" spin_multiplicity=2 e_lumo_ev="3.823 / 3.809"
C 1.59989 2.94122 -1.23393 0.71
H 0.91026 3.22122 -2.06649 0.00
C 0.22966 1.29609 0.18897 0.04
H -1.14039 -0.98237 2.05305 -0.02
H -1.61965 -0.58353 0.37511 -0.01
H -1.22483 -3.03973 1.03935 0.00
H 2.09589 0.91777 -0.76186 0.01
H 1.15694 -0.53169 0.29486 0.02
C -0.77665 -2.39911 -1.08136 0.00
C 0.43328 -0.01389 0.99115 -0.09
H -1.57414 1.91830 1.32135 0.00
H 0.42955 -2.69954 0.78440 0.00
C -0.78324 -0.94348 0.99009 0.05
H -0.06557 -3.03604 -1.59941 -0.01
H -1.75971 -2.71884 -1.40672 0.00
H -0.55016 -1.35427 -1.30304 -0.01
H 0.95134 0.07116 1.94293 0.03
C 1.40080 1.74799 -0.55414 -0.01
H -0.89772 3.11821 0.18309 -0.01
C -0.84537 2.05402 0.50289 0.31
H 2.58471 3.41663 -1.10643 -0.02
C -0.55488 -2.40011 0.44616 0.00